{"formula": "C41H92ClF3N5O17S", "method": "the ωB97M-V functional and the def2-TZVPD basis", "symbols": ["C", "C", "C", "C", "C", "C", "O", "C", "C", "N", "N", "Cl", "C", "C", "C", "N", "N", "N", "C", "S", "O", "O", "C", "F", "F", "F", "H", "H", "H", "H", "H", "H", "H", "H", "H", "H", "H", "H", "H", "H", "H", "H", "H", "H", "H", "H", "H", "H", "C", "O", "C", "C", "O", "C", "H", "H", "H", "H", "H", "H", "H", "H", "H", "H", "C", "O", "C", "C", "O", "C", "H", "H", "H", "H", "H", "H", "H", "H", "H", "H", "C", "O", "C", "C", "O", "C", "H", "H", "H", "H", "H", "H", "H", "H", "H", "H", "C", "O", "C", "C", "O", "C", "H", "H", "H", "H", "H", "H", "H", "H", "H", "H", "C", "O", "C", "C", "O", "C", "H", "H", "H", "H", "H", "H", "H", "H", "H", "H", "C", "O", "C", "C", "O", "C", "H", "H", "H", "H", "H", "H", "H", "H", "H", "H", "C", "O", "C", "C", "O", "C", "H", "H", "H", "H", "H", "H", "H", "H", "H", "H"], "xyz": [[5.502225, 4.361182, 6.071762], [4.489494, 4.199085, 4.779504], [3.985900, 5.751799, 4.416542], [5.207146, 3.634221, 3.417719], [6.680878, 4.358415, 3.099576], [5.482627, 2.018485, 3.395088], [4.362711, 1.185453, 3.858812], [3.095072, 1.525410, 3.197816], [3.000338, 1.837372, 1.556463], [1.751777, 2.193830, 0.825613], [0.608578, 2.308730, 1.553367], [-0.809375, 2.780738, 0.611088], [0.329494, 2.099365, 3.018644], [-1.210161, 2.320810, 3.632634], [-1.412093, 3.974087, 3.788057], [-0.124418, 4.716033, 3.369919], [-1.643448, 4.334111, 5.246866], [-2.573820, 4.510710, 2.977943], [1.621109, 1.643710, 3.980811], [1.430799, 1.292878, 5.807499], [1.195833, 2.675870, 6.531738], [0.209781, 0.351651, 6.148446], [2.915249, 0.519381, 6.643073], [4.047072, 1.445617, 6.875838], [3.275237, -0.726547, 5.910705], [2.441817, 0.075320, 8.007283], [5.738232, 3.357694, 6.629660], [6.509965, 4.915084, 5.828419], [4.927033, 5.070939, 6.840107], [3.495987, 3.612061, 5.035134], [3.264076, 6.195725, 5.227712], [4.980636, 6.409437, 4.425667], [3.567413, 5.839664, 3.313621], [4.512837, 3.977391, 2.510030], [6.541629, 5.513349, 2.834674], [7.112926, 3.830974, 2.141708], [7.457672, 4.202349, 3.965238], [6.388687, 1.809408, 4.131233], [5.844148, 1.728726, 2.314569], [4.034561, 1.753193, 0.978286], [-1.330501, 1.897601, 4.722177], [-2.040512, 1.817809, 2.979259], [-0.384505, 5.733663, 3.372382], [0.599243, 4.641077, 4.143087], [-2.327258, 3.659178, 5.675833], [-0.764456, 4.235898, 5.800588], [-2.250759, 5.243689, 2.279858], [-3.108737, 3.749801, 2.504660], [-3.467947, 5.886915, -4.606589], [-2.296120, 5.112307, -4.372453], [-1.734946, 5.354291, -3.078493], [-2.135664, 4.260988, -2.082920], [-3.539981, 4.273245, -1.829165], [-4.236220, 3.280839, -2.576816], [-4.002999, 5.450240, -5.454037], [-4.136590, 5.897385, -3.743814], [-3.182706, 6.911096, -4.860835], [-2.019660, 6.347995, -2.710846], [-0.645940, 5.341968, -3.195957], [-1.635425, 4.459436, -1.126721], [-1.810437, 3.270902, -2.431183], [-4.098722, 2.304480, -2.102240], [-3.895911, 3.232331, -3.615026], [-5.300531, 3.527214, -2.569846], [-1.539334, 2.202635, -5.320561], [-2.735914, 1.450610, -5.495692], [-3.078694, 1.289338, -6.875654], [-2.648762, -0.084141, -7.400788], [-1.228253, -0.221143, -7.406642], [-0.747908, -0.951797, -6.282358], [-1.177290, 2.037248, -4.302374], [-0.755895, 1.902801, -6.019057], [-1.755828, 3.266479, -5.448304], [-2.647580, 2.096918, -7.480327], [-4.169135, 1.367366, -6.944458], [-2.984372, -0.180685, -8.440972], [-3.116628, -0.892615, -6.822168], [-0.911308, -2.021267, -6.446488], [-1.236997, -0.647052, -5.352861], [0.325400, -0.771762, -6.186934], [0.100336, -5.479530, 7.963846], [-0.708833, -5.032198, 6.880722], [-2.050766, -4.746533, 7.287434], [-2.261312, -3.244251, 7.501608], [-1.485616, -2.757764, 8.596265], [-0.287058, -2.116652, 8.170785], [1.148729, -5.391345, 7.666812], [-0.053842, -4.887526, 8.867911], [-0.118824, -6.529938, 8.172567], [-2.313532, -5.315347, 8.188033], [-2.707600, -5.082514, 6.477761], [-3.315161, -3.072110, 7.754015], [-2.040526, -2.679659, 6.585191], [-0.520651, -1.109787, 7.811531], [0.221976, -2.676208, 7.380961], [0.384183, -2.035705, 9.028917], [2.483771, -0.340693, -1.194104], [2.710745, -1.087745, -2.385075], [3.804167, -0.570932, -3.150018], [5.083538, -1.379296, -2.911671], [5.543673, -1.246750, -1.567292], [5.175188, -2.356871, -0.754612], [1.860801, -0.941964, -0.526634], [3.412484, -0.097539, -0.674544], [1.949253, 0.580961, -1.438636], [3.961999, 0.492879, -2.933062], [3.524002, -0.657688, -4.205417], [5.873422, -0.982027, -3.561438], [4.937058, -2.436757, -3.171768], [5.843041, -3.198221, -0.963196], [4.139005, -2.664284, -0.921541], [5.289356, -2.070142, 0.293368], [-8.916229, 0.173593, -8.565532], [-8.689255, -0.573459, -9.756504], [-7.595833, -0.056646, -10.521447], [-6.316462, -0.865011, -10.283100], [-5.856327, -0.732464, -8.938721], [-6.224812, -1.842585, -8.126040], [-9.539199, -0.427678, -7.898063], [-7.987516, 0.416747, -8.045972], [-9.450747, 1.095247, -8.810065], [-7.438001, 1.007164, -10.304490], [-7.875998, -0.143402, -11.576845], [-5.526578, -0.467741, -10.932866], [-6.462942, -1.922472, -10.543196], [-5.556959, -2.683935, -8.334624], [-7.260995, -2.149998, -8.292970], [-6.110644, -1.555857, -7.078061], [-2.170422, -10.350988, 11.492216], [-2.489780, -10.234692, 10.109284], [-1.683573, -9.255707, 9.446392], [-0.527098, -9.909046, 8.683000], [0.397825, -10.536336, 9.570508], [0.197137, -11.943625, 9.659179], [-2.588645, -11.290920, 11.862015], [-1.093301, -10.358492, 11.669214], [-2.625763, -9.523125, 12.041996], [-1.314689, -8.508158, 10.159673], [-2.332455, -8.740650, 8.729766], [0.023741, -9.125937, 8.147039], [-0.900094, -10.625130, 7.937730], [0.624171, -12.428531, 8.776052], [-0.861616, -12.204840, 9.741951], [0.717387, -12.310998, 10.546808], [3.449192, 2.076987, -10.946557], [3.636478, 0.754187, -10.453465], [4.204677, 0.739727, -9.140170], [3.130180, 0.525284, -8.069411], [2.221656, 1.624347, -8.012025], [1.005919, 1.361531, -8.705935], [2.757231, 2.032242, -11.791732], [3.030125, 2.744822, -10.191605], [4.405782, 2.474237, -11.295958], [4.772782, 1.659283, -8.952163], [4.908154, -0.099240, -9.106438], [3.620993, 0.463677, -7.090001], [2.591643, -0.418334, -8.233397], [0.365701, 0.723116, -8.089532], [1.178533, 0.879607, -9.672370], [0.493778, 2.311350, -8.876417]], "atomic_forces_ev_per_a": [[-0.8154, 0.3259, 0.6699], [-0.0035, 1.5078, -0.3525], [1.3980, 0.0662, -0.1677], [0.2916, 0.5270, -0.2361], [-0.3881, -0.3118, -0.5003], [2.2234, 1.7957, -0.4724], [-4.5212, 1.7653, -2.3842], [-2.0668, 0.5985, -0.4860], [-2.4694, 0.2611, 1.5475], [3.5135, -1.2636, 4.5333], [-0.0827, -0.7780, 3.3996], [1.7324, -0.5028, 0.7346], [2.2133, -1.1555, 0.3581], [0.8593, 0.3370, 0.0258], [0.2933, 1.2272, 0.6988], [-0.8964, -0.1296, 1.1616], [0.0338, -1.6058, -0.6588], [1.5239, -0.7402, -0.3777], [2.0101, 0.3370, -5.3593], [-7.6039, 2.9135, 4.4297], [1.8755, -4.7635, -3.3141], [5.3485, 2.9195, -2.4180], [3.1280, -2.8656, 2.9987], [-4.1082, -3.5605, -1.2351], [-0.8573, 4.5720, 2.4435], [1.6346, 1.8404, -5.1738], [-0.4477, 1.8872, -1.2007], [-2.1145, -1.1812, 0.2059], [1.2837, -1.6665, -1.5672], [2.2232, 0.8754, -0.3272], [1.3140, -1.0022, -1.6964], [-2.2495, -1.2451, 0.0280], [0.5318, -0.2454, 2.3784], [1.3604, -1.0402, 1.8337], [0.3079, -2.6652, 0.7730], [-0.7613, 1.0987, 1.8030], [-1.6573, 0.3962, -1.6757], [-2.1965, 0.1350, -1.4333], [-0.8498, 0.2574, 2.0974], [-2.8433, 0.2934, 0.9691], [0.8982, 0.4714, -2.3145], [1.9115, 0.9439, 0.9171], [0.3056, -1.2386, -0.0005], [-1.2345, 0.0257, -1.0518], [0.7057, 1.0947, -0.5364], [-0.8406, -0.0982, -0.6882], [-0.6033, -1.5317, 1.1536], [0.7665, 1.1234, 0.4002], [0.0173, 0.0036, -0.2420], [-0.1698, 0.3151, 0.7485], [0.0785, -0.4740, -0.3803], [-0.4402, 0.4160, -0.0158], [0.4006, -0.0889, -0.1661], [-0.1289, -0.0386, -0.0201], [0.1702, 0.0095, 0.0789], [0.0585, -0.0335, 0.0285], [-0.0953, 0.0657, 0.0173], [-0.0628, -0.1704, 0.0260], [-0.0260, -0.0059, 0.0312], [0.0053, 0.1636, -0.0890], [-0.0643, 0.1561, -0.0881], [-0.0220, -0.0960, -0.1150], [0.0220, -0.0222, 0.1004], [0.1561, 0.0446, 0.1075], [-0.1320, 0.1336, -0.0781], [0.2307, -0.0183, -0.2783], [-0.1673, -0.4693, 0.3199], [0.0092, 0.4386, -0.3613], [-0.4774, -0.3057, 0.6829], [0.0099, -0.0233, -0.1959], [-0.0975, -0.0430, -0.0427], [-0.0002, -0.1059, -0.0164], [0.1738, -0.0972, 0.0139], [0.0629, -0.1389, 0.0524], [0.0682, -0.0556, -0.0591], [-0.0289, 0.0046, 0.1662], [0.0651, 0.1871, -0.0131], [0.0136, -0.0356, 0.1131], [-0.0048, 0.0293, -0.0887], [-0.0577, 0.0274, -0.1082], [0.0758, -0.0385, -0.2357], [-0.2047, 0.1482, 0.4578], [0.2525, 0.3119, -0.4349], [-0.0992, -0.3203, 0.4693], [0.2218, -0.1077, -0.4431], [-0.1966, 0.0911, 0.1837], [-0.1586, -0.0359, -0.0631], [-0.0637, 0.0180, -0.0250], [0.0399, -0.0463, 0.1299], [0.0598, 0.1632, -0.0290], [0.0058, 0.0336, 0.0507], [0.0929, -0.0328, -0.0423], [0.0623, -0.1531, 0.0858], [0.1007, -0.0709, -0.0082], [-0.0615, -0.0144, 0.0138], [-0.1554, -0.0342, -0.0057], [-0.2392, -0.3226, -0.4179], [0.3123, 0.4178, 0.4716], [0.0147, -0.5843, -0.0927], [0.0208, 0.4842, 0.0074], [-0.4017, -0.1666, 0.0145], [0.1636, 0.0376, -0.0451], [0.0184, -0.0119, -0.1316], [0.1357, -0.0352, -0.0445], [0.0027, 0.1459, 0.0714], [0.0526, -0.1215, 0.0471], [0.0356, 0.0132, 0.0706], [-0.1110, -0.0520, 0.0498], [-0.0840, 0.1919, 0.0736], [-0.0916, -0.0707, 0.0680], [0.0596, 0.0405, -0.0399], [0.0771, 0.0419, -0.1112], [-0.2074, -0.1717, -0.1275], [0.4615, 0.3167, 0.1760], [-0.1294, -0.5962, 0.0084], [-0.0071, 0.5058, 0.0203], [-0.2963, -0.2442, -0.0092], [0.1427, 0.0889, -0.0133], [0.0353, 0.0275, -0.1746], [0.0485, -0.0120, -0.0537], [0.0088, 0.0978, 0.0949], [0.0637, -0.1377, 0.0598], [0.0538, 0.0012, 0.0532], [-0.0907, -0.0450, 0.0382], [-0.0854, 0.1795, 0.0766], [-0.0644, -0.1025, 0.0376], [0.0714, 0.0603, -0.0328], [0.0499, 0.0608, -0.1232], [-0.2263, -0.0977, -0.0678], [0.5153, 0.2564, 0.0756], [-0.1994, -0.5464, -0.2561], [0.1461, 0.3041, 0.3951], [-0.4324, -0.1411, -0.1216], [0.1456, 0.0594, 0.0074], [-0.0220, 0.1327, -0.1289], [0.0089, 0.0244, -0.0682], [0.0520, 0.0262, 0.1217], [0.0724, -0.1342, -0.0442], [0.0413, -0.0118, -0.0070], [-0.0588, -0.0573, 0.0186], [-0.0399, 0.0951, 0.1796], [-0.0589, -0.1057, 0.0025], [0.0548, 0.0740, -0.0161], [0.0047, 0.1415, -0.1035], [-0.0027, -0.1931, -0.1746], [0.0396, 0.3666, 0.4756], [-0.4033, -0.4324, -0.2309], [0.1517, 0.5421, -0.0161], [0.3306, -0.2522, -0.2018], [-0.1457, -0.1303, 0.2038], [0.1256, -0.0995, 0.0960], [0.0101, -0.0531, 0.0536], [0.0092, 0.1306, -0.0129], [-0.1602, -0.0398, 0.0333], [-0.0278, 0.0263, 0.0241], [0.0151, -0.0154, -0.0589], [0.0849, 0.1366, -0.1054], [0.1434, 0.2094, -0.3708], [0.0714, 0.0579, 0.0319], [0.1191, -0.0004, 0.0786]], "mulliken_charge": [-1.2044, 1.3845, -1.2844, 0.5327, -1.2978, -0.8637, -0.3096, 0.5899, -0.6176, -0.6682, 0.4997, 0.0003, 0.0377, -0.9927, 0.7812, -0.6349, -0.6798, -0.5223, 0.3734, 1.1494, -0.5936, -0.4992, 0.5991, -0.1541, -0.1931, -0.1779, 0.2526, 0.3048, 0.3280, -0.6650, 0.3462, 0.3691, 0.2778, 0.1923, 0.2983, 0.3864, 0.3041, 0.3926, 0.2757, 0.3831, 0.1888, 0.4289, 0.3172, 0.1419, 0.3003, 0.2496, 0.2778, 0.2989, -0.8071, -0.2545, -0.8090, 0.0302, -0.4036, -0.5825, 0.2606, 0.3550, 0.2688, 0.4340, 0.3412, 0.2244, 0.3015, 0.2580, 0.1939, 0.2999, -0.3064, -0.3971, -0.6142, -0.3221, -0.4840, -0.7105, 0.0176, 0.1987, 0.2920, 0.3040, 0.4057, 0.2430, 0.3431, 0.3124, 0.3285, 0.1556, -0.4112, -0.3978, -0.3703, -0.4184, -0.4255, -0.6892, 0.2722, 0.3426, -0.0267, 0.2253, 0.3879, 0.4137, 0.1799, 0.2631, 0.3567, 0.3300, -0.7781, -0.4215, -0.2160, -0.4968, -0.3691, -0.7019, 0.3396, 0.2106, 0.4314, 0.2818, 0.1747, 0.3676, 0.3255, 0.3317, 0.3173, 0.1957, -0.6567, -0.3795, -0.5612, -0.5275, -0.1651, -0.8991, 0.2452, 0.2300, 0.3275, 0.3180, 0.3850, 0.3406, 0.3918, 0.2909, 0.4592, 0.2164, -0.7432, -0.3991, -0.3808, -0.4436, -0.3828, -0.7486, 0.2538, 0.3272, 0.3187, 0.3370, 0.3042, 0.3213, 0.3274, 0.3235, 0.3287, 0.2454, -0.7275, -0.3810, -0.6476, -0.1182, -0.4010, -0.3298, 0.2504, 0.3075, 0.3304, 0.3386, 0.3645, 0.1632, 0.2950, 0.0544, 0.4012, 0.2890], "total_energy_ev": -117745.35420, "charge": 1, "largest_force_ev_per_a": 9.3}